C42H70N2O14PS5 | ωB97M-V/def2-TZVPD

## Properties
- E_LUMO (eV) = -4.21
- E_HOMO (eV) = -10.25
- molecular weight (g mol⁻¹) = 1018.331

Structure (ORCA input):
```
! RIJCOSX wB97M-V def2-TZVPD def2/J DEFGRID3
* xyz 1 1
C 4.699 -5.529 -0.748
C 4.097 -5.195 -2.272
C 4.560 -3.658 -2.605
C 3.839 -2.980 -3.912
C 2.641 -2.001 -3.343
C 3.108 -0.529 -2.761
C 4.699 -0.121 -2.824
O 5.537 -0.673 -1.901
O 5.315 0.834 -3.758
P 5.183 0.324 -5.417
O 3.727 -0.073 -5.886
O 5.630 1.740 -6.393
O 6.412 -0.876 -5.752
C 1.899 0.425 -2.151
C 2.358 1.875 -1.521
C 3.115 2.875 -2.577
C 4.579 3.499 -2.061
C 5.539 4.480 -2.957
C 5.039 4.866 -4.471
C 6.039 5.816 -5.371
C 3.587 4.280 -4.972
C 2.603 3.284 -4.080
C 0.309 -0.096 -2.157
C -0.781 0.961 -1.532
C -1.031 2.311 -2.428
N -1.060 2.398 -3.797
N -0.051 -1.481 -2.735
C -1.510 -1.878 -2.687
C -2.455 -1.065 -3.800
C -4.011 -1.593 -3.491
O -4.455 -0.767 -2.320
C 1.025 -2.431 -3.302
C 0.687 -3.924 -3.932
S -0.234 -3.748 -5.563
C 0.834 -4.220 -7.028
C 1.277 -5.807 -6.881
H 5.892 -5.485 -0.765
H 4.396 -6.591 -0.359
H 4.384 -4.662 0.009
H 4.716 -5.905 -2.999
H 2.942 -5.378 -2.308
H 4.255 -2.984 -1.668
H 5.740 -3.518 -2.698
H 4.689 -2.369 -4.481
H 3.456 -3.774 -4.716
H 4.920 1.893 -7.104
H 6.472 -1.052 -6.752
H 3.127 1.617 -0.645
H 1.497 2.487 -1.018
H 4.962 3.217 -0.966
H 6.566 4.829 -2.466
H 6.721 5.069 -6.005
H 5.424 6.434 -6.156
H 6.768 6.456 -4.715
H 3.251 4.582 -6.073
H 1.586 2.880 -4.496
H -1.825 0.503 -1.270
H -0.320 1.333 -0.496
H -1.263 3.314 -1.829
H -0.865 1.442 -4.165
H -1.877 -1.655 -1.573
H -1.725 -3.014 -2.869
H -2.474 0.087 -3.593
H -2.166 -1.352 -4.909
H -4.675 -1.238 -4.390
H -4.068 -2.743 -3.276
H -4.802 -1.435 -1.653
H -0.088 -4.421 -3.171
H 1.605 -4.649 -3.968
H 0.128 -4.177 -7.989
H 1.726 -3.497 -7.253
H 0.549 -6.465 -7.559
H 2.383 -5.955 -7.240
H 1.094 -6.098 -5.761
C -2.578 0.545 3.787
C -3.238 -0.388 2.772
C -2.392 -0.355 1.501
S -0.725 0.024 2.019
O -0.360 1.320 1.488
O 0.108 -1.149 1.842
C -1.094 0.208 3.753
H -2.996 0.416 4.789
H -2.733 1.588 3.485
H -3.259 -1.408 3.175
H -4.272 -0.095 2.566
H -2.402 -1.319 0.986
H -2.723 0.434 0.820
H -0.467 0.987 4.188
H -0.897 -0.752 4.240
C 8.461 -0.407 -0.518
C 9.962 -0.406 -0.803
C 10.683 -0.269 0.537
S 9.597 -0.982 1.764
O 9.159 0.070 2.658
O 10.172 -2.221 2.247
C 8.263 -1.365 0.647
H 7.882 -0.714 -1.394
H 8.138 0.602 -0.234
H 10.244 -1.354 -1.278
H 10.244 0.400 -1.487
H 11.635 -0.806 0.539
H 10.847 0.780 0.798
H 7.304 -1.235 1.152
H 8.382 -2.404 0.327
C -7.112 2.707 4.710
C -7.081 2.102 6.112
C -7.599 0.668 6.004
S -7.215 0.122 4.348
O -8.456 -0.092 3.633
O -6.171 -0.883 4.407
C -6.502 1.658 3.793
H -6.562 3.651 4.663
H -8.150 2.905 4.415
H -6.049 2.094 6.483
H -7.680 2.685 6.819
H -7.112 0.009 6.727
H -8.685 0.624 6.132
H -6.735 1.819 2.740
H -5.418 1.594 3.935
C -11.260 3.178 10.855
C -11.921 2.245 9.841
C -11.075 2.277 8.570
S -9.407 2.656 9.088
O -9.043 3.953 8.557
O -8.575 1.483 8.911
C -9.777 2.840 10.822
H -11.679 3.049 11.858
H -11.415 4.220 10.554
H -11.942 1.225 10.244
H -12.955 2.538 9.635
H -11.085 1.313 8.055
H -11.405 3.067 7.889
H -9.149 3.620 11.257
H -9.580 1.881 11.309
*
```